The following is a DFT calculation (ωB97M-V/def2-TZVPD) of a cluster of 2 separate species, C4H8O2 in total.

Geometry as XYZ:
```
14
C4H8O2, DFT ωB97M-V/def2-TZVPD
O 0.68263 -0.75581 1.48056
C 1.34909 0.34466 0.84105
C 0.67854 1.45859 0.14457
C 1.21238 0.53986 -0.61038
H -0.05333 -0.43820 2.01992
H 2.32940 0.46138 1.29587
H 0.24843 2.44849 0.19996
H 1.55942 0.21701 -1.57363
C -1.63355 -0.55727 -0.73758
O -0.36311 -1.19876 -0.96209
H -1.78757 0.24579 -1.47175
H -2.41715 -1.31238 -0.86012
H -1.73323 -0.10112 0.26445
H -0.03507 -1.41268 -0.06469
```

Summary:
HOMO energy	-9.42	eV
SMILES	OC1C=C1.CO
energy	-307.560966	Eh

Results of the Mulliken charge analysis, in e, for atoms 1 through 5: -0.630 -0.142 -0.520 -0.181 0.326

***

The following is a DFT calculation (ωB97M-V/def2-TZVPD) of the molecule C10H17N5.

Geometry as XYZ:
```
32
C10H17N5, DFT ωB97M-V/def2-TZVPD
C 1.69164 -1.02252 -1.41534
C 1.69412 -1.24353 0.15314
C 1.61854 -2.68341 0.30920
N 0.60160 -0.53032 0.83626
C -0.96862 -1.00909 0.24266
N -1.53409 -2.19997 0.26653
C -2.83854 -2.18523 0.13891
N -3.56982 -1.08364 0.22678
C -2.94680 0.13235 0.18729
N -3.72632 1.26262 0.33192
C -1.59906 0.20864 0.13527
C -0.66946 1.35683 0.18624
C -0.45834 1.92579 -1.24417
N 0.56537 0.87308 0.77517
C 0.92603 1.41050 2.05418
H 0.72789 -1.18854 -1.73109
H 1.90337 0.07838 -1.76419
H 2.48421 -1.61799 -1.77009
H 2.60148 -0.76036 0.56588
H 1.10126 -3.12674 -0.58156
H 1.05962 -3.06628 1.14817
H 2.57894 -3.06424 0.44813
H -3.33233 -3.11948 -0.09055
H -3.25511 2.15489 0.01952
H -4.71221 1.05018 0.28819
H -1.20258 2.17252 0.69803
H -1.42474 2.31974 -1.72395
H -0.15686 1.01685 -1.81083
H 0.19714 2.75701 -1.32411
H 1.41185 2.38544 1.87148
H -0.02950 1.83839 2.59690
H 1.56822 0.76189 2.66716
```

Summary:
HOMO energy	-7.84	eV
SMILES	CC(C)N1c2ncnc(N)c2[C@H](C)N1C
energy	-664.915410	Eh

Results of the Mulliken charge analysis, in e, for atoms 1 through 5: -1.457 0.424 -1.610 -0.171 0.407

***

The following is a DFT calculation (ωB97M-V/def2-TZVPD) of a cluster of 2 separate species, C2H7NS in total.

Geometry as XYZ:
```
11
C2H7NS, DFT ωB97M-V/def2-TZVPD
C 1.27033 0.80067 -0.91868
C 0.54240 1.35167 0.07428
N -0.67912 1.97239 -0.06768
H 1.96486 0.01973 -0.63983
H 1.23896 1.10591 -1.95793
H 1.06568 1.44660 1.02051
H -0.97599 2.12297 -1.01157
H -1.36926 2.02147 0.64947
S -1.33681 -3.12153 1.22055
H -0.11925 -3.70231 1.40977
H -1.60180 -4.01758 0.22111
```

Summary:
HOMO energy	-7.79	eV
SMILES	C=CN.S
energy	-533.282350	Eh

Results of the Mulliken charge analysis, in e, for atoms 1 through 5: -0.775 0.072 -0.446 0.220 0.234

***

| no. | frontier orbital gap (eV) |
| --- | --- |
| 1 | 10.31 |
| 2 | 8.60 |
| 3 | 8.71 |